C7H18NP | ωB97M-V with the def2-TZVPD basis set

CARTESIAN COORDINATES (ANGSTROEM)
C 0.314 -2.490 -0.645
C 0.761 -1.176 -0.191
C 2.008 -1.497 0.633
C 0.217 0.007 -0.529
C 0.920 1.276 -0.083
C 0.250 1.843 1.188
C 0.882 2.241 -1.238
H 0.868 -2.939 -1.430
H -0.658 -2.394 -0.947
H 0.363 -3.330 0.185
H 1.787 -2.048 1.642
H 2.519 -0.554 0.801
H 2.706 -2.094 0.101
H -0.666 -0.035 -1.184
H 2.057 1.191 0.070
H 0.178 2.852 1.255
H -0.758 1.563 1.151
H 0.662 1.546 2.041
H -0.115 2.100 -1.777
H 0.832 3.190 -0.949
H 1.685 2.020 -1.842
N -2.029 -0.247 1.281
P -2.985 -0.067 0.044
H -1.750 -1.179 1.495
H -4.279 0.254 0.342
H -2.464 1.035 -0.614
H -3.305 -1.070 -0.799

Results
E_LUMO: 0.87 eV
SMILES string: CC(C)=CC(C)C.N=[PH3]
Energy above the lowest of the compared OMol25 structures with the same formula, charge and spin: 350.7 kJ/mol
Gap between HOMO and LUMO: 8.97 eV
Charge: 0

C4H5HgNaO3 | ωB97M-V with the def2-TZVPD basis set

CARTESIAN COORDINATES (ANGSTROEM)
O -2.317 -0.162 -0.938
Hg -0.633 -1.954 -1.455
O -2.215 -1.552 -0.575
C -1.668 0.716 -0.089
C -0.251 0.830 -0.184
H 0.416 1.481 -0.763
H -2.578 1.282 0.179
H -1.170 1.995 -0.056
O 2.828 -0.022 0.857
C 2.083 -0.753 0.120
C 0.698 -0.840 0.330
Na 2.001 1.402 2.271
H 0.407 -1.427 1.218
H 2.398 -0.996 -0.918

Results
E_LUMO (alpha / beta): -1.33 / -1.34 eV
⟨S²⟩: 2.02
Multiplicity: 3
Gap between HOMO and LUMO (alpha / beta): 4.96 / 5.80 eV
Charge: 0

C13H22N4O3S2 | ωB97M-V with the def2-TZVPD basis set

CARTESIAN COORDINATES (ANGSTROEM)
C 4.610 1.723 -0.992
C 5.386 0.586 -0.337
C 4.773 0.121 0.985
C 3.419 -0.566 0.811
C 3.547 -1.914 0.173
O 4.573 -2.495 -0.072
N 2.347 -2.558 -0.152
C 1.065 -2.160 0.019
N 0.665 -1.045 0.541
N -0.654 -0.924 0.579
C -1.296 -1.919 0.088
S -3.084 -2.148 0.044
O -3.353 -2.782 -1.210
O -3.376 -2.843 1.259
N -3.777 -0.681 0.076
C -3.992 0.002 -1.174
C -2.778 0.800 -1.657
C -2.556 2.103 -0.894
C -2.364 1.912 0.610
C -3.648 1.490 1.327
C -3.881 -0.018 1.361
S -0.280 -3.200 -0.501
H 4.504 2.558 -0.303
H 3.618 1.403 -1.300
H 5.137 2.075 -1.876
H 6.405 0.925 -0.139
H 5.450 -0.262 -1.019
H 5.459 -0.581 1.461
H 4.649 0.980 1.646
H 2.738 0.045 0.219
H 2.934 -0.708 1.780
H 2.479 -3.471 -0.572
H -4.220 -0.783 -1.899
H -4.867 0.650 -1.077
H -1.893 0.168 -1.569
H -2.920 1.030 -2.715
H -1.668 2.591 -1.302
H -3.405 2.769 -1.066
H -1.585 1.170 0.790
H -2.029 2.863 1.029
H -3.608 1.819 2.367
H -4.502 1.987 0.864
H -3.145 -0.492 2.012
H -4.876 -0.219 1.780

Results
E_LUMO: 0.20 eV
SMILES string: CCCCC(=O)Nc1nnc(S(=O)(=O)N2CCCCCC2)s1
Energy above the lowest of the compared OMol25 structures with the same formula, charge and spin: 0.0 kJ/mol
Gap between HOMO and LUMO: 9.74 eV
Charge: 0

C2N3O | ωB97M-V with the def2-TZVPD basis set

CARTESIAN COORDINATES (ANGSTROEM)
N 2.135 0.948 0.006
C 1.119 0.416 -0.039
N 0.042 -0.300 0.030
O 0.241 -1.893 -0.021
C -1.177 0.134 0.068
N -2.296 0.384 -0.026

Results
E_LUMO: 4.42 eV
SMILES string: N#CN([O-])C#N
Energy above the lowest of the compared OMol25 structures with the same formula, charge and spin: 0.0 kJ/mol
Gap between HOMO and LUMO: 8.61 eV
Charge: -1

Among the records above, which one has the lowest charge?
C2N3O

Look up the charge of the second one.
0

What is the formula in the second record?
C4H5HgNaO3

What did the second record say?
C4H5HgNaO3 | ωB97M-V with the def2-TZVPD basis set

CARTESIAN COORDINATES (ANGSTROEM)
O -2.317 -0.162 -0.938
Hg -0.633 -1.954 -1.455
O -2.215 -1.552 -0.575
C -1.668 0.716 -0.089
C -0.251 0.830 -0.184
H 0.416 1.481 -0.763
H -2.578 1.282 0.179
H -1.170 1.995 -0.056
O 2.828 -0.022 0.857
C 2.083 -0.753 0.120
C 0.698 -0.840 0.330
Na 2.001 1.402 2.271
H 0.407 -1.427 1.218
H 2.398 -0.996 -0.918

Results
E_LUMO (alpha / beta): -1.33 / -1.34 eV
⟨S²⟩: 2.02
Multiplicity: 3
Gap between HOMO and LUMO (alpha / beta): 4.96 / 5.80 eV
Charge: 0